# 1
Computed, not measured: a molecular structure, C12H31FFeNO5S3, with ωB97M-V/def2-TZVPD.

Geometry as XYZ:
```
54
Properties=species:S:1:pos:R:3:forces:R:3
Fe 2.7933 -1.2842 0.3919 -3.238 2.054 -0.731
F 0.2721 -0.6944 -0.0219 2.968 -0.846 0.425
C -1.6107 -0.1016 -4.4424 -1.474 0.935 0.839
O -1.9763 -0.2081 -3.0402 0.520 -0.451 -0.694
H -1.4977 -1.0063 -5.0397 0.315 -0.470 0.616
H -2.5408 0.3457 -4.7932 0.283 0.206 -0.636
H -0.7938 0.5969 -4.6236 0.107 -0.092 0.109
H -1.2217 -0.3259 -2.4586 0.317 -0.138 -0.107
C -2.7435 -4.1316 2.0577 -1.180 -0.993 0.532
O -3.0881 -3.9556 3.4743 0.781 0.493 -1.392
H -3.6076 -4.3790 1.4411 -0.489 0.197 0.238
H -2.3252 -3.2575 1.5585 0.324 0.130 0.783
H -2.1419 -5.0322 1.9346 0.612 0.275 0.158
H -3.8966 -4.4264 3.6894 -0.009 -0.067 -0.317
N -3.6059 2.1795 0.6199 -1.444 -0.571 -0.976
C -3.5810 2.8206 1.7927 3.066 -0.543 1.642
C -4.3173 3.9397 1.7619 -2.066 0.555 -0.187
C -5.0704 3.8954 0.5588 1.001 -2.121 -1.584
C -4.6058 2.7155 -0.1499 0.050 2.355 0.758
H -3.0759 1.3748 0.3171 -0.104 0.136 0.458
H -2.8764 2.4886 2.5408 -0.070 0.076 0.116
H -4.4941 4.6421 2.5630 0.224 -0.101 -0.011
H -5.8101 4.6238 0.2612 0.032 -0.261 -0.205
H -4.6838 2.2772 -1.1339 -0.640 0.441 -0.046
C 3.0675 -2.4044 -5.4338 -0.555 0.548 -0.763
S 3.2001 -3.0840 -3.7212 -0.722 -0.589 -1.529
O 3.1096 -1.9368 -2.7661 -0.171 0.358 0.765
C 1.5492 -3.9112 -3.7656 0.343 -0.218 0.020
H 3.9328 -1.9140 -5.8798 0.460 -0.048 0.897
H 2.2542 -1.6847 -5.5268 -0.089 0.223 0.703
H 2.7852 -3.1061 -6.2186 0.115 -0.879 0.577
H 0.7184 -3.2057 -3.7593 0.244 0.202 0.127
H 1.4914 -4.6030 -2.9253 0.030 0.313 0.235
H 1.4556 -4.5503 -4.6435 0.301 0.190 -0.191
C 3.0192 -0.5270 5.9751 -0.492 -0.354 -0.441
S 1.8114 0.0094 4.6559 0.141 -2.220 0.622
O 2.4501 -0.6011 3.4176 -0.098 0.180 -0.501
C 0.3952 -1.1966 5.0444 -0.006 -0.023 -0.143
H 4.0163 -0.2170 5.6625 -0.249 0.598 0.060
H 3.0927 -1.6143 5.9994 -0.467 -0.084 -0.178
H 2.7261 -0.1826 6.9668 0.071 0.283 -0.178
H 0.1928 -1.5144 6.0673 0.610 0.644 0.367
H 0.5835 -2.1364 4.5254 0.442 0.243 -0.331
H -0.5604 -0.8182 4.6813 0.276 0.376 -0.249
C 3.2286 4.1958 0.2427 -0.005 0.441 -1.049
S 3.3583 3.0188 -1.2438 -0.277 0.006 3.069
O 3.4567 1.6791 -0.4795 -0.530 0.292 -1.216
C 1.6626 3.3824 -1.8531 -0.160 -0.421 0.366
H 2.4570 3.9872 0.9837 -0.240 -0.775 -0.476
H 2.9644 5.1604 -0.1906 0.284 0.165 0.037
H 4.1623 4.2769 0.7993 0.190 -0.234 -0.515
H 1.5199 3.0493 -2.8811 0.193 -0.267 0.178
H 1.4345 4.4479 -1.8262 0.488 0.078 0.071
H 0.9642 2.9035 -1.1667 -0.014 -0.223 -0.122
```
Positions in Å, forces in eV/Å.

Summary:
- gap between HOMO and LUMO (spin up / spin down) (eV) = 2.89 / 2.48
- charge = +1
- 2S+1 = 5
- LUMO energy (spin up / spin down) (Ha) = -0.238 / -0.253
- HOMO energy (spin up / spin down) (eV) = -9.36 / -9.36

# 2
Computed, not measured: 2 unconnected molecules or ions with the total composition C4H7NO, with ωB97M-V/def2-TZVPD.

Geometry as XYZ:
```
13
Properties=species:S:1:pos:R:3:forces:R:3
C -0.7370 0.3537 1.7302 -0.237 -0.284 0.675
O -0.0409 0.7101 0.7090 0.332 0.414 -0.450
C 0.4163 -0.0599 -0.2694 0.195 -0.232 -0.029
C 1.1835 0.6216 -1.3545 0.000 0.007 -0.055
C 0.4688 -1.4542 -0.0403 0.032 -0.671 0.133
N 0.5057 -2.5971 0.1755 -0.071 0.902 -0.153
H -0.8400 -0.6967 1.9830 0.012 0.145 -0.049
H -2.1809 -0.1473 0.1501 -0.099 -0.077 -0.218
H -1.0756 1.1656 2.3574 0.089 -0.103 -0.079
H -1.8252 -0.2819 -0.5071 -0.196 -0.031 0.047
H 0.7629 1.6123 -1.5497 0.045 -0.143 0.059
H 2.2468 0.7370 -1.1077 -0.120 -0.005 -0.023
H 1.1157 0.0369 -2.2765 0.019 0.080 0.144
```
Positions in Å, forces in eV/Å.

Summary:
- gap between HOMO and LUMO (spin up / spin down) (eV) = 7.82 / 8.18
- charge = 0
- LUMO energy (spin up / spin down) (Ha) = -0.010 / 0.002
- HOMO energy (spin up / spin down) (eV) = -8.10 / -8.11

# 3
Computed, not measured: a molecular structure, C34H54N2O2Pt, with ωB97M-V/def2-TZVPD.

Geometry as XYZ:
```
93
Properties=species:S:1:pos:R:3:forces:R:3
Pt 0.3223 1.6967 -1.1321 -0.128 0.236 -0.095
C 1.2045 4.7760 -1.3154 0.090 -0.061 -0.071
N 0.0315 4.0392 -0.8366 0.042 -0.319 0.089
C -1.1732 4.4957 -1.5319 -0.027 -0.108 -0.122
C -0.1262 4.1830 0.6221 -0.045 0.007 0.205
C -0.7090 2.9440 1.2944 -0.099 0.160 -0.025
N 0.1001 1.7517 1.0464 0.008 -0.253 -0.287
C -0.5624 0.4992 1.4346 -0.119 -0.057 0.093
C -1.8456 0.0629 0.7398 -0.016 0.155 -0.036
C -2.5174 -0.9299 1.4538 -0.073 0.024 0.129
C -3.6625 -1.5389 0.9873 0.055 -0.020 -0.039
C -4.1724 -1.0429 -0.2111 -0.047 0.063 0.077
C -3.5824 -0.0324 -0.9528 -0.016 -0.020 -0.053
C -2.3210 0.4753 -0.5218 0.132 -0.106 0.006
O -1.6472 1.2896 -1.3308 -0.296 0.212 -0.088
C -4.3035 0.3798 -2.2539 -0.010 -0.050 -0.015
C -3.9976 -0.6664 -3.3355 0.046 0.014 0.020
C -5.8234 0.4213 -2.0099 -0.004 -0.038 -0.041
C -3.9395 1.7617 -2.8061 0.062 0.049 0.053
C -4.3481 -2.7086 1.6892 0.002 -0.025 -0.004
C -5.8048 -2.3555 2.0163 0.006 0.007 0.013
C -4.3191 -3.9298 0.7561 0.008 0.026 0.029
C -3.6421 -3.0886 2.9918 -0.029 0.033 -0.033
C 1.4535 1.8150 1.6415 0.243 0.014 0.106
C 2.4080 0.7869 1.0945 -0.080 0.040 0.074
C 2.9077 -0.2053 1.9306 -0.048 -0.024 0.006
C 3.8137 -1.1428 1.4680 0.018 0.001 -0.022
C 4.1851 -1.0531 0.1238 -0.042 0.065 0.004
C 3.7180 -0.0816 -0.7524 0.141 -0.061 -0.056
C 2.8117 0.8789 -0.2464 -0.041 0.125 0.018
O 2.3412 1.8853 -1.0030 0.227 0.005 -0.029
C 4.1606 -0.0451 -2.2202 -0.034 -0.010 -0.032
C 2.9384 -0.2488 -3.1262 -0.100 0.039 -0.007
C 5.1670 -1.1499 -2.5642 -0.042 0.057 0.100
C 4.8316 1.2979 -2.5400 0.004 0.064 0.056
C 4.4024 -2.2451 2.3469 0.013 -0.018 -0.009
C 3.9862 -3.6167 1.7966 0.000 0.024 -0.004
C 3.9221 -2.1414 3.7953 0.002 0.003 -0.043
C 5.9349 -2.1407 2.3458 -0.022 0.007 0.021
H 1.1169 5.8454 -1.0894 -0.038 -0.002 0.013
H 2.1043 4.3702 -0.8593 -0.003 -0.054 0.018
H 1.2891 4.6491 -2.3937 -0.022 -0.001 0.005
H -1.3225 5.5715 -1.3775 0.022 -0.016 0.010
H -1.0783 4.2958 -2.5975 0.015 -0.011 -0.004
H -2.0342 3.9487 -1.1669 -0.138 -0.115 0.037
H 0.8461 4.4254 1.0481 -0.019 -0.001 -0.022
H -0.7884 5.0269 0.8452 0.036 0.057 -0.009
H -0.8039 3.1280 2.3724 0.025 0.015 0.025
H -1.7085 2.7475 0.9034 -0.007 -0.057 0.005
H 0.1877 -0.2858 1.3221 0.055 0.025 -0.041
H -0.7914 0.5630 2.5078 0.071 -0.006 0.030
H -2.0989 -1.2284 2.4094 0.016 -0.003 -0.033
H -5.0919 -1.4776 -0.5823 0.074 0.002 0.017
H -4.3212 -1.6601 -3.0199 0.006 -0.002 -0.003
H -4.5121 -0.4158 -4.2675 0.009 -0.001 0.013
H -2.9242 -0.7043 -3.5334 -0.013 -0.006 -0.006
H -6.2423 -0.5562 -1.7741 -0.043 0.041 -0.046
H -6.0624 1.1000 -1.1883 -0.010 -0.006 -0.013
H -6.3269 0.7807 -2.9100 0.009 -0.009 0.011
H -2.9102 1.8121 -3.1444 0.027 0.016 0.014
H -4.5989 1.9827 -3.6496 -0.001 0.000 0.020
H -4.0950 2.5333 -2.0494 0.041 0.052 0.018
H -6.3800 -2.1408 1.1143 0.011 0.011 0.010
H -6.2896 -3.1885 2.5321 -0.001 0.007 -0.014
H -5.8505 -1.4775 2.6641 -0.012 -0.007 -0.009
H -4.8532 -3.7318 -0.1747 0.004 -0.004 0.008
H -3.2891 -4.1889 0.5028 -0.016 -0.019 -0.001
H -4.7856 -4.7925 1.2391 -0.002 0.013 -0.010
H -3.6625 -2.2672 3.7120 0.018 -0.017 -0.009
H -4.1488 -3.9429 3.4448 0.009 0.005 0.005
H -2.6026 -3.3704 2.8128 -0.008 -0.009 0.026
H 1.8609 2.8067 1.4449 -0.047 -0.048 -0.002
H 1.3640 1.6887 2.7275 -0.017 0.043 0.022
H 2.5644 -0.2257 2.9586 0.021 0.005 -0.006
H 4.8787 -1.7910 -0.2500 0.050 -0.031 -0.070
H 2.5061 -1.2386 -2.9633 -0.003 -0.007 -0.022
H 2.1659 0.4964 -2.9348 0.058 -0.006 -0.004
H 3.2283 -0.1667 -4.1769 0.024 -0.044 0.005
H 4.7474 -2.1466 -2.4137 0.009 -0.006 0.019
H 5.4399 -1.0621 -3.6175 -0.006 0.002 0.009
H 6.0824 -1.0599 -1.9749 -0.003 -0.023 -0.003
H 4.1499 2.1298 -2.3733 0.013 -0.036 -0.009
H 5.7119 1.4402 -1.9084 0.011 0.003 -0.018
H 5.1559 1.3091 -3.5839 0.004 0.004 0.007
H 2.8981 -3.7068 1.7781 0.013 -0.015 -0.001
H 4.3534 -3.7647 0.7796 -0.013 -0.005 0.013
H 4.3888 -4.4178 2.4218 0.002 0.010 -0.010
H 2.8398 -2.2685 3.8701 0.011 0.012 0.010
H 4.3918 -2.9263 4.3909 -0.012 0.003 0.003
H 4.1919 -1.1790 4.2356 -0.011 -0.017 0.016
H 6.3479 -2.2677 1.3443 -0.007 0.006 0.007
H 6.2517 -1.1649 2.7199 0.010 -0.015 -0.004
H 6.3666 -2.9126 2.9880 -0.002 0.005 -0.015
```
Positions in Å, forces in eV/Å.

Summary:
- gap between HOMO and LUMO (spin up / spin down) (eV) = 7.68 / 6.44
- charge = 0
- 2S+1 = 3
- LUMO energy (spin up / spin down) (Ha) = 0.017 / -0.029
- HOMO energy (spin up / spin down) (eV) = -7.21 / -7.22

# 4
Computed, not measured: 15 unconnected molecules or ions with the total composition H29O15, with ωB97M-V/def2-TZVPD.

Geometry as XYZ:
```
44
Properties=species:S:1:pos:R:3:forces:R:3
O 3.4197 1.7065 -4.0407 0.074 -0.848 0.671
H 3.7934 1.0754 -3.3890 0.023 0.635 -0.488
H -2.2702 -1.4640 -1.6614 0.304 0.255 -0.992
O -2.6320 -2.8596 4.1709 0.217 -1.185 0.296
H -2.4107 -2.0025 3.8049 0.399 -0.057 -0.181
H -1.9324 -3.4911 3.8771 -0.820 1.239 0.122
O -3.1385 -1.6726 -2.1777 -1.376 0.278 0.927
H -0.3846 4.1326 -2.6386 -0.710 0.164 0.376
H -1.0135 0.0711 -0.9696 -0.168 -0.763 -0.152
O -0.9184 -2.3789 2.0153 -0.805 0.464 -0.644
H -1.4103 -1.9501 1.2714 0.685 -0.839 0.198
H -0.2569 -2.9800 1.6527 -0.038 -0.149 -0.279
O -4.7943 1.0547 -1.5448 -0.456 0.403 -0.833
H -4.2946 0.2604 -1.7918 0.165 -0.087 0.673
H 0.2812 -1.5121 -1.9231 0.254 -0.773 1.994
O 1.8082 -1.6340 1.2164 0.705 -0.237 -0.276
H 1.0358 1.8198 -2.0610 -0.213 -0.378 0.432
H 1.0218 -1.6781 0.6681 -0.359 0.384 -0.280
O -0.7297 4.2953 -1.7381 0.917 -0.239 -0.840
H -4.7515 1.2734 -0.6150 0.422 -0.558 0.086
H 0.1151 4.3664 -1.2772 -0.094 0.109 0.417
O -0.6139 0.0204 2.9343 0.434 0.309 1.210
H -0.6429 -0.8769 2.5384 -0.170 0.581 -0.275
H 2.5091 1.3918 -4.0363 -0.144 0.119 -0.289
O 1.2105 3.4156 1.3120 0.234 0.135 -0.804
H 1.6684 3.2664 0.4571 -0.321 -0.013 0.645
H 0.5105 4.0471 1.1025 0.107 -0.143 0.109
O 1.7306 1.4618 -1.4931 0.315 0.506 -0.399
H 1.4860 0.5721 -1.2329 -0.472 -0.403 0.346
O 0.3502 0.0496 5.6976 -0.244 -0.058 0.576
H -0.0563 -0.0958 4.8364 -0.112 0.124 -0.485
H 1.2834 0.1240 5.5185 0.340 0.035 -0.179
O 3.2411 3.7450 -1.7796 -0.485 -0.823 -0.628
H 3.7001 2.9908 -1.3957 0.376 0.268 0.659
H 2.7684 3.1845 -2.4335 0.293 0.938 0.057
O 1.3129 -1.5967 -1.8009 -1.246 0.807 -1.581
H 1.2897 -0.7825 -2.3327 1.491 -0.131 -0.187
H -1.1357 0.7208 2.5423 -0.054 -0.488 -0.460
O -1.0099 -0.8899 -1.1422 0.067 0.364 0.413
H 2.5114 -1.6321 0.5457 -0.309 0.013 0.304
H -3.1108 -2.0991 -3.0256 0.700 -0.120 -0.180
O 0.2595 -4.6646 0.4904 -0.776 0.435 -1.166
H -0.5436 -4.7355 -0.0707 0.310 -0.268 0.788
H 0.7436 -4.0495 -0.0805 0.542 -0.003 0.300
```
Positions in Å, forces in eV/Å.

Summary:
- gap between HOMO and LUMO (eV) = 8.21
- charge = -1
- LUMO energy (Ha) = 0.071
- HOMO energy (eV) = -6.28